This record from OMol25 describes a molecular structure, C32H23ClN2O12S2. The level of theory is ωB97M-V/def2-TZVPD.

Atoms and positions in Å:
1 S 8.95 0.18 1.44
2 C 8.14 0.00 -0.19
3 C 6.93 0.78 -0.48
4 Cl 6.28 1.92 0.76
5 C 6.25 0.62 -1.85
6 C 4.97 1.46 -2.23
7 C 3.92 0.67 -3.11
8 C 2.59 0.31 -2.36
9 C 1.37 0.18 -3.21
10 C 0.05 -0.18 -2.65
11 C -0.04 -0.42 -1.19
12 C 1.16 -0.27 -0.32
13 C 2.48 0.09 -0.89
14 C 6.84 -0.29 -2.82
15 C 8.07 -1.12 -2.59
16 N 8.65 -1.99 -3.48
17 S 9.99 -2.56 -2.60
18 N 9.83 -1.75 -1.16
19 C 8.71 -0.94 -1.22
20 H 10.20 -0.38 1.25
21 H 4.53 1.96 -1.33
22 H 5.36 2.31 -2.88
23 H 4.30 -0.27 -3.58
24 H 3.62 1.37 -3.95
25 H 1.44 0.33 -4.33
26 H -0.80 -0.28 -3.37
27 H -1.04 -0.73 -0.78
28 H 1.05 -0.48 0.78
29 H 3.40 0.19 -0.24
30 H 6.33 -0.36 -3.82
31 C -2.46 0.33 2.26
32 C -2.69 0.47 3.57
33 C -3.28 -0.64 4.38
34 O -3.46 -0.49 5.57
35 C -3.62 -1.89 3.69
36 C -3.38 -2.02 2.38
37 C -2.77 -0.92 1.58
38 O -2.56 -1.09 0.39
39 O -3.69 -3.16 1.72
40 O -2.41 1.63 4.21
41 H -2.03 1.13 1.66
42 H -4.06 -2.68 4.28
43 H -3.43 -3.01 0.80
44 H -2.66 1.48 5.15
45 C -6.38 5.09 5.90
46 C -5.66 4.05 5.47
47 C -5.00 3.11 6.42
48 O -4.37 2.16 5.98
49 C -5.12 3.38 7.85
50 C -5.83 4.43 8.29
51 C -6.52 5.35 7.34
52 O -7.17 6.28 7.77
53 O -5.95 4.70 9.60
54 O -5.52 3.79 4.15
55 H -6.87 5.78 5.22
56 H -4.61 2.71 8.53
57 H -6.51 5.50 9.65
58 H -4.96 2.99 4.10
59 C -2.11 -2.62 -7.07
60 C -1.40 -3.66 -7.52
61 C -0.72 -4.61 -6.59
62 O -0.10 -5.55 -7.04
63 C -0.83 -4.35 -5.15
64 C -1.54 -3.31 -4.70
65 C -2.24 -2.38 -5.63
66 O -2.89 -1.45 -5.18
67 O -1.65 -3.06 -3.38
68 O -1.26 -3.90 -8.84
69 H -2.60 -1.93 -7.74
70 H -0.32 -5.04 -4.48
71 H -2.21 -2.26 -3.32
72 H -0.71 -4.70 -8.91

The value obtained for the orbital gap is 0.2442 Ha. Its charge is 0. As for the total energy: -3502.0303 hartree.

---

This record from OMol25 describes 5 unconnected molecules or ions with the total composition C25H45FN2O11PS. The level of theory is ωB97M-V/def2-TZVPD.

Atoms and positions in Å:
1 C 1.10 1.65 0.42
2 C -0.32 1.02 -0.03
3 C -0.01 0.01 -1.26
4 C -0.58 -1.40 -1.11
5 C -0.23 -2.37 -2.26
6 S -0.83 -4.11 -2.26
7 O -1.59 -4.30 -3.56
8 O 0.22 -5.15 -2.02
9 F -1.94 -4.25 -0.98
10 C 0.62 -1.67 -3.32
11 C 1.09 -2.55 -4.58
12 O 0.10 -2.52 -5.67
13 C 0.35 -3.58 -6.60
14 C 1.77 -4.07 -7.12
15 O -0.67 -4.17 -7.05
16 N 0.97 -0.32 -3.23
17 P 1.93 0.38 -4.60
18 O 3.36 -0.17 -4.64
19 O 2.12 2.08 -4.39
20 O 1.11 0.21 -6.09
21 N 0.73 0.59 -2.29
22 H 1.99 0.95 0.16
23 H 1.13 1.85 1.54
24 H 1.22 2.63 -0.18
25 H -0.96 1.91 -0.39
26 H -0.88 0.47 0.79
27 H -1.19 -1.68 -0.19
28 H 2.16 -2.38 -4.92
29 H 1.07 -3.65 -4.21
30 H 1.77 -4.30 -8.25
31 H 2.61 -3.30 -6.92
32 H 2.00 -5.06 -6.55
33 H 1.19 2.40 -4.20
34 H 0.18 0.51 -5.88
35 C -2.20 5.75 2.26
36 C -1.06 6.47 1.58
37 C 0.03 5.42 1.60
38 O -0.62 4.14 1.54
39 C -2.03 4.33 1.76
40 H -3.19 6.16 2.03
41 H -2.07 5.78 3.35
42 H -1.34 6.70 0.54
43 H -0.77 7.39 2.07
44 H 0.60 5.46 2.53
45 H 0.72 5.52 0.76
46 H -2.54 4.18 0.81
47 H -2.39 3.58 2.47
48 C 0.60 -4.01 3.23
49 C 0.29 -2.87 4.16
50 C 0.70 -1.66 3.34
51 O 0.49 -2.01 1.96
52 C 0.24 -3.42 1.88
53 H 0.05 -4.93 3.45
54 H 1.67 -4.24 3.26
55 H -0.78 -2.83 4.37
56 H 0.82 -2.93 5.12
57 H 1.77 -1.44 3.47
58 H 0.13 -0.77 3.59
59 H -0.82 -3.57 1.65
60 H 0.83 -3.85 1.06
61 C -2.76 -7.47 -1.30
62 C -2.14 -7.25 0.06
63 C -2.53 -8.52 0.80
64 O -2.62 -9.56 -0.19
65 C -2.58 -8.97 -1.49
66 H -2.30 -6.88 -2.09
67 H -3.83 -7.23 -1.27
68 H -1.05 -7.20 -0.03
69 H -2.49 -6.35 0.56
70 H -3.52 -8.42 1.26
71 H -1.81 -8.80 1.57
72 H -1.60 -9.19 -1.93
73 H -3.35 -9.41 -2.12
74 C 2.32 9.87 4.13
75 C 1.54 9.16 5.21
76 C 0.54 8.35 4.40
77 O 1.19 8.03 3.16
78 C 2.38 8.81 3.05
79 H 3.31 10.20 4.46
80 H 1.77 10.74 3.78
81 H 2.19 8.49 5.78
82 H 1.05 9.84 5.92
83 H -0.35 8.94 4.17
84 H 0.24 7.43 4.91
85 H 3.24 8.14 3.19
86 H 2.45 9.24 2.05

The value obtained for the orbital gap is 0.1797 Ha. Its charge is +1. As for the total energy: -2755.6687 hartree.

---

This record from OMol25 describes 2 unconnected molecules or ions with the total composition H2N2O3. The level of theory is ωB97M-V/def2-TZVPD.

Atoms and positions in Å:
1 O -0.27 -1.11 -1.96
2 N -0.14 -0.05 -1.37
3 N -0.62 0.96 -1.13
4 O -0.71 1.97 -0.48
5 O 0.35 -0.85 1.79
6 H 1.34 -1.01 1.42
7 H 0.05 0.09 1.73

The value obtained for the orbital gap is 0.3399 Ha. Its charge is 0. As for the total energy: -336.2207 hartree. Its relative energy (zero: lowest compared OMol25 entry of this formula, charge and spin) is 27.8 kcal/mol. As for the SMILES: O=NN=O.O.

---

This record from OMol25 describes a single C6H6S molecule. The level of theory is ωB97M-V/def2-TZVPD.

Atoms and positions in Å:
1 C 0.46 -2.60 -0.50
2 C 0.58 -1.39 -0.36
3 C -2.01 0.61 -0.90
4 C 0.14 0.99 0.55
5 C 0.63 0.03 -0.53
6 C -0.59 0.92 -0.81
7 S -2.85 -0.23 0.31
8 H 0.38 -3.61 -0.63
9 H -1.85 -0.55 1.27
10 H -0.30 0.37 1.38
11 H 0.57 1.90 0.75
12 H 1.37 0.43 -1.26
13 H -0.18 1.83 -1.48

The value obtained for the orbital gap is 0.3052 Ha. Its charge is 0. As for the total energy: -630.1886 hartree. Its relative energy (zero: lowest compared OMol25 entry of this formula, charge and spin) is 140.7 kcal/mol.